# C25H48Cl3FeN4O3SSi

A molecular structure, C25H48Cl3FeN4O3SSi at a distorted geometry (ωB97M-V/def2-TZVPD, OMol25).

For the HOMO energy (spin up / spin down), the calculation gives -6.658 / -6.535 eV. As for the largest force on an atom: 0.060 Eh/bohr. The total energy is -4758.0373 hartree. For the LUMO energy (spin up / spin down), the calculation gives 0.11 / -0.61 eV. As for the multiplicity: 6.

The geometry in XYZ format:
```
86
Properties=species:S:1:pos:R:3:forces:R:3
H 0.700 3.028 -1.311 0.1 0.3 0.7
H -1.411 -3.138 2.379 -0.1 0.2 -0.1
H 2.280 0.840 1.163 -0.4 0.0 0.0
C 3.481 1.519 -0.399 -0.1 1.0 -0.6
C 2.098 1.434 0.251 0.8 0.9 1.4
H 5.291 1.748 -2.385 0.0 0.3 0.1
H -5.197 1.867 1.125 -0.1 -0.3 0.0
N -3.283 1.632 0.265 -0.5 0.0 0.2
H -2.979 2.077 4.091 -0.2 0.2 -0.2
H 2.191 -5.021 -3.235 -0.1 0.0 0.2
C 1.662 3.312 1.938 -0.1 0.0 -0.5
Si 2.303 -5.096 -0.781 1.3 -1.1 -0.1
H 2.683 0.504 -3.079 -0.2 0.0 -0.1
H -5.121 0.843 -0.321 0.1 0.0 0.2
O -0.908 0.670 -3.092 0.8 1.3 -0.4
Cl 2.091 -1.937 2.242 0.2 0.1 1.0
C -2.195 1.319 1.007 1.7 -0.5 0.1
C 4.276 0.255 -0.414 0.1 -0.3 -0.3
H -3.391 -5.515 1.451 -0.1 0.1 0.2
C -4.601 1.103 0.607 -0.1 0.2 -0.1
H -0.068 6.225 1.484 0.1 -0.2 0.1
C 1.097 4.557 2.232 -0.1 0.0 0.0
H 1.868 -5.569 1.671 -0.1 0.0 -0.3
C 1.327 -5.072 0.856 -0.7 -1.1 0.3
C 1.514 2.794 0.652 0.5 -0.2 -0.2
H 0.931 -4.108 1.276 -0.4 -1.0 0.2
H -0.830 -0.227 2.714 0.0 0.4 0.1
O -1.907 -1.522 1.196 -0.3 -2.0 0.8
N -2.305 1.209 2.345 -0.5 0.2 0.3
H -3.578 2.884 2.611 0.1 -0.2 0.1
H 3.331 -7.336 -0.439 0.0 0.1 -0.1
N 1.075 1.787 -3.467 -0.4 0.2 -0.3
H 1.174 -0.271 -3.666 0.2 0.1 0.0
S -0.723 0.987 0.235 -2.0 -0.1 -0.6
C 1.531 -5.398 -2.442 -0.4 0.3 -0.1
C 5.109 2.707 -1.876 0.5 -0.1 -0.2
Cl 3.981 -3.190 -0.719 1.2 -0.8 -1.2
C 0.220 4.720 -0.026 0.3 -0.3 0.1
H -0.356 5.227 -0.803 0.1 0.0 0.3
C -1.166 0.736 3.119 0.2 -0.2 0.1
H 2.560 3.222 -3.025 -0.3 -0.1 -0.2
H 2.198 2.713 2.685 -0.2 0.4 -0.2
C -4.091 -3.003 0.316 -0.1 -0.1 0.0
C -3.473 -4.629 2.097 0.2 0.1 -0.3
O 1.286 0.782 -0.626 0.8 -0.4 -0.4
H 6.021 2.956 -1.312 -0.1 0.0 -0.2
H -2.364 2.823 -1.192 -0.2 -0.3 0.0
H -2.682 1.160 -1.732 -0.1 0.3 0.2
C 3.722 -6.320 -0.557 -0.1 0.3 0.1
H 4.088 -0.336 0.490 0.0 0.1 -0.1
H -2.760 -4.722 2.924 -0.2 -0.1 -0.1
H 0.561 -4.902 -2.550 0.3 -0.1 0.0
H 3.384 3.592 -0.832 -0.1 -0.4 -0.2
Fe 2.189 -3.141 0.443 -0.7 3.0 0.1
H 3.995 -0.365 -1.276 0.1 0.0 0.2
H 2.227 0.659 -4.795 -0.1 -0.1 0.1
H 4.397 -6.297 -1.421 -0.2 0.0 0.1
C -2.100 -2.649 1.658 0.2 1.6 -0.5
N -3.170 -3.415 1.356 -0.1 -0.3 0.1
Cl 0.607 -2.592 -0.935 -0.3 0.0 -0.5
H -3.909 -1.959 0.051 0.0 -0.2 0.1
C 3.905 2.645 -0.997 -0.2 -0.3 0.5
H -3.958 -3.621 -0.584 0.0 0.1 0.1
H -4.265 1.314 3.139 0.1 0.3 0.1
H 5.354 0.450 -0.478 -0.3 0.0 0.0
H 0.992 3.864 -3.596 0.2 -0.1 -0.1
H -0.712 2.717 -3.035 0.1 -0.3 0.0
H -5.115 -3.137 0.682 0.1 0.1 -0.1
H -1.498 0.607 4.156 0.1 0.0 -0.2
H -4.494 -4.575 2.499 0.2 -0.1 0.0
H -0.331 1.455 3.089 -0.2 -0.2 0.0
H -4.042 2.314 -1.537 0.1 0.1 0.1
H 0.405 -5.618 0.605 0.2 0.2 0.2
H 1.396 -6.477 -2.607 0.2 0.2 0.2
H 4.324 -6.082 0.328 -0.2 0.0 -0.1
H 2.128 3.084 -4.747 -0.2 0.0 0.1
C -3.080 1.991 -1.128 0.1 0.0 -0.5
C 1.834 0.594 -3.770 0.1 0.0 0.1
C -0.257 1.710 -3.181 -0.3 -1.1 -0.1
C 0.376 5.256 1.258 0.0 0.0 -0.1
H 4.979 3.477 -2.649 0.1 -0.2 0.2
C -3.348 1.914 3.074 -0.1 -0.1 0.2
C 0.809 3.496 -0.324 -0.1 0.2 -0.1
H -4.525 0.202 1.230 0.1 0.2 -0.1
C 1.725 3.059 -3.724 0.0 -0.1 0.2
H 1.206 4.975 3.234 0.0 -0.1 -0.3
```
Forces are in eV/Å.

Löwdin population analysis, charges in e, atoms 1 to 8: number 1, H, carries 0.077; number 2, H, carries 0.136; number 3, H, carries 0.110; number 4, C, carries -0.224; number 5, C, carries -0.431; number 6, H, carries 0.074; number 7, H, carries 0.080; number 8, N, carries -0.196



# C25H48Cl9NO3P

5 unconnected molecules or ions with the total composition C25H48Cl9NO3P at a distorted geometry (ωB97M-V/def2-TZVPD, OMol25).

For the HOMO energy, the calculation gives -12.799 eV. As for the largest force on an atom: 0.051 Eh/bohr. The total energy is -5744.7447 hartree. For the LUMO energy, the calculation gives -1.89 eV. As for the charge: +1.

The geometry in XYZ format:
```
87
Properties=species:S:1:pos:R:3:forces:R:3
H 1.314 4.401 0.190 0.0 0.2 0.1
H -1.169 2.463 1.066 0.0 0.0 0.0
H -0.015 2.834 -0.220 -0.1 0.0 0.1
C 0.563 -3.805 -2.772 0.3 0.5 -0.2
H 1.434 -2.506 -1.277 -0.1 0.0 -0.1
H -1.432 -4.851 2.003 0.1 0.1 0.1
H 1.417 -1.797 4.760 0.0 0.0 0.0
H 0.435 -2.004 0.680 -0.1 0.0 0.1
Cl -5.491 0.410 -4.369 0.0 0.0 0.0
H -0.712 -0.953 -1.186 0.3 0.1 0.1
C 1.725 4.087 1.149 0.2 -0.2 0.3
C 2.018 -0.941 5.045 0.0 -0.1 0.0
H 3.059 3.482 3.402 0.0 0.0 -0.1
H -5.183 0.535 3.908 0.1 0.0 0.0
C -2.342 0.316 -0.487 0.1 0.0 0.2
C 0.852 2.991 1.793 -0.3 0.3 -0.3
H -0.494 -3.922 -2.513 0.1 -0.1 0.1
H 0.927 -4.704 -3.279 -0.4 -0.1 0.1
C -4.553 0.401 3.038 -0.1 0.0 0.0
Cl 0.092 7.085 -1.833 0.0 0.0 0.0
C -0.125 2.361 0.761 0.5 -0.1 0.0
H -2.618 -1.807 -0.035 0.0 0.0 -0.2
C -0.777 -2.826 2.283 0.6 -0.3 0.0
C 1.428 -3.579 -1.530 -0.1 -0.2 0.2
H -5.134 0.476 2.127 0.0 0.0 0.0
O 3.709 2.687 1.570 0.0 0.2 0.1
C -3.167 -0.971 -0.477 -0.3 0.2 0.1
C 2.401 0.531 -0.757 -1.6 -0.4 2.1
C 3.181 3.735 0.872 0.4 0.2 -0.3
H 2.480 -1.102 6.011 0.0 0.1 0.0
H 1.634 -3.961 0.556 0.1 -0.1 -0.1
H 6.062 3.075 3.154 0.0 0.2 0.0
C -0.274 -0.355 1.937 0.5 -0.5 -0.4
Cl -0.384 1.117 -2.286 0.2 -0.3 0.1
H -1.787 -2.477 2.060 0.1 -0.1 0.1
H 1.597 5.288 -1.904 0.0 0.0 0.0
H -5.463 2.754 -4.230 0.0 0.0 0.0
H -1.782 -0.970 -4.750 0.0 -0.1 0.1
H -0.582 -3.669 -5.164 0.1 0.1 0.0
C 0.848 5.679 -2.582 0.1 0.0 0.0
H 1.314 -5.411 -0.355 -0.1 0.1 -0.1
H -0.032 -2.094 -5.717 -0.1 -0.1 0.0
H -2.382 0.743 0.522 0.0 0.0 -0.1
C 3.927 2.962 2.981 0.0 0.0 0.1
H -4.054 -0.826 0.149 0.1 0.0 -0.1
H -2.783 1.076 -1.136 0.1 -0.2 0.0
C -0.581 -4.228 1.708 -0.3 -0.3 -0.4
C -1.701 -1.988 -4.354 0.1 0.2 -0.4
H -0.892 -3.347 -0.264 -0.2 -0.1 0.0
H 1.665 -2.768 -4.288 0.0 0.2 0.1
H -1.723 -1.900 -3.265 -0.1 -0.2 0.0
C -4.752 2.002 -4.550 -0.1 0.0 0.0
Cl -3.287 2.158 -3.561 0.0 0.1 -0.1
N 1.803 0.294 0.300 -0.4 0.4 -0.6
H 5.346 4.497 2.402 -0.1 0.0 0.1
H -3.529 -1.226 -1.473 0.2 -0.2 0.0
Cl -3.822 -1.208 3.113 -0.1 0.1 0.1
C 0.700 -2.645 -3.780 0.4 -0.5 -0.1
H 1.740 4.972 1.794 0.0 0.0 -0.1
H 0.305 -4.713 2.132 -0.1 0.1 0.1
H -0.647 -2.891 3.370 -0.4 0.2 0.0
H 1.307 5.980 -3.516 -0.1 0.0 0.0
C 5.208 3.755 3.192 0.1 -0.2 -0.1
C -0.855 0.091 -0.896 -0.6 0.2 -0.1
H 0.248 3.455 2.575 0.1 -0.2 0.0
Cl 0.957 0.474 5.159 0.0 0.0 0.1
P 0.178 0.607 0.506 0.0 -0.2 0.4
H 3.982 1.984 3.456 0.0 0.1 -0.1
H 0.208 0.126 2.795 -0.3 -0.1 0.0
H 0.756 -1.688 -3.243 -0.2 0.0 -0.1
H -4.477 2.145 -5.587 0.0 0.0 0.0
H -1.007 -5.121 -0.207 -0.1 0.2 -0.2
C -0.454 -4.256 0.166 0.5 -0.2 0.3
C 0.231 -1.815 1.740 0.0 0.4 0.3
Cl -0.331 4.397 -2.930 0.1 0.1 0.1
H 1.473 2.227 2.263 0.0 0.1 0.0
C 1.027 -4.357 -0.268 0.1 0.2 0.1
H -2.585 -2.527 -4.700 0.0 0.0 0.2
H 2.466 -3.840 -1.762 -0.1 0.2 0.0
O 2.945 0.724 -1.722 1.6 0.3 -1.9
C -0.397 -2.640 -4.843 0.0 0.2 0.1
H 1.192 -1.892 2.258 0.0 -0.2 -0.2
Cl 3.285 -0.715 3.833 0.0 -0.1 0.0
H 5.198 4.258 4.161 0.0 -0.1 -0.1
Cl -3.329 1.686 3.031 0.0 0.0 0.0
H -1.360 -0.354 2.042 0.1 0.3 0.2
O 3.826 4.331 0.051 -0.4 -0.4 0.2
```
Forces are in eV/Å.

Löwdin population analysis, charges in e, atoms 1 to 8: number 1, H, carries 0.098; number 2, H, carries 0.080; number 3, H, carries 0.056; number 4, C, carries -0.201; number 5, H, carries 0.082; number 6, H, carries 0.113; number 7, H, carries 0.016; number 8, H, carries 0.064



# C25H48LaOP4

A molecular structure, C25H48LaOP4 at a distorted geometry (ωB97M-V/def2-TZVPD, OMol25).

For the HOMO energy, the calculation gives -15.942 eV. As for the largest force on an atom: 0.044 Eh/bohr. The total energy is -2452.6798 hartree. For the LUMO energy, the calculation gives -10.04 eV. As for the charge: +3.

The geometry in XYZ format:
```
79
Properties=species:S:1:pos:R:3:forces:R:3
P 0.607 -2.911 -1.108 0.6 -1.9 -1.1
H 2.576 -2.219 -2.450 -0.3 -0.1 0.0
H 0.487 0.764 -3.120 -0.1 0.9 -1.1
H 3.822 0.909 -0.890 0.1 -0.1 0.0
H -1.988 2.996 -4.330 0.2 0.2 -0.2
H 1.484 -3.298 -3.371 0.0 0.3 0.2
C 1.525 -2.464 -2.655 -0.2 0.3 0.1
O -0.209 1.447 -3.240 0.7 -1.2 1.4
H -2.202 1.325 -2.358 -0.4 -0.3 0.3
C 0.401 0.885 -5.526 -0.7 0.7 -0.2
H 0.932 0.613 -7.618 -0.3 0.2 0.4
C -2.904 0.597 -1.911 -0.2 0.1 0.0
C -1.493 2.747 -6.455 0.5 -0.4 0.5
La -0.207 -0.174 -0.655 0.2 1.2 1.2
C 0.703 3.822 -0.006 -0.4 -0.4 0.2
H 0.045 3.801 -0.884 0.3 0.2 0.2
C 2.993 -1.405 1.970 -0.4 -0.4 -0.1
H -5.214 -0.272 -0.466 0.2 0.0 0.2
H -1.215 2.109 3.114 -0.2 0.0 0.2
C 0.240 4.204 1.195 0.1 -0.8 -0.4
H -2.007 0.956 4.254 0.2 0.1 -0.4
C -1.941 -1.560 2.721 0.0 -0.3 -0.2
C 0.961 0.620 4.555 0.0 -0.2 -0.1
H 1.207 -4.653 0.462 0.2 0.1 -0.3
C -4.377 -0.622 0.153 0.1 -0.3 0.0
C -1.777 1.176 3.197 0.0 0.3 -0.1
H -0.727 2.305 -8.428 0.0 -0.2 0.5
H 1.741 3.513 -0.163 -0.3 0.3 0.0
H -2.860 -1.407 2.139 0.3 -0.1 0.3
H -4.075 2.183 1.309 0.1 0.0 -0.3
C 3.860 -0.010 -0.295 -0.3 0.0 -0.4
H -2.176 -1.654 3.792 0.0 0.0 -0.4
H -1.446 -2.475 2.380 -0.3 -0.1 0.1
H -3.934 0.926 -2.104 0.3 -0.2 -0.6
C -0.379 1.630 -4.629 0.2 -0.3 -1.4
H 2.625 -1.262 2.995 0.1 0.0 -0.3
P 2.442 -0.033 0.866 1.6 0.1 0.7
H 0.124 -2.628 4.010 0.1 0.0 0.2
H 2.656 -4.018 -0.352 -0.2 0.0 0.0
H -1.482 -4.116 -0.917 0.2 0.0 -0.2
H 1.630 -2.957 5.928 0.0 0.5 0.0
H -1.440 -3.252 -2.454 0.1 -0.1 0.0
H 2.590 1.295 2.916 0.1 0.0 -0.3
H 4.092 -1.477 1.974 -0.4 0.2 0.0
C 0.587 -1.764 4.479 -0.1 0.2 -0.4
H 0.879 4.185 2.081 -0.2 0.3 -0.3
H -0.812 4.468 1.325 0.4 0.2 0.0
H 1.583 -5.172 -1.194 -0.1 0.5 0.0
H 2.483 2.323 1.474 0.2 -0.1 0.2
H 1.014 0.081 -5.139 0.4 0.0 -0.1
H 2.727 -0.974 6.997 -0.1 0.1 -0.2
C -0.639 2.088 -7.357 -0.2 0.3 0.1
H -2.283 3.418 -6.821 0.5 -0.3 0.2
H -2.733 -0.395 -2.366 -0.2 0.2 -0.1
H 4.031 1.518 1.887 -0.4 -0.1 -0.1
C 2.073 -0.832 6.139 -0.2 -0.1 -0.2
C 0.327 -0.485 3.962 0.6 0.2 -0.1
C -3.554 2.168 0.343 0.3 0.1 0.0
C 1.452 -1.943 5.558 -0.1 0.1 0.0
C 1.839 0.448 5.621 0.1 -0.1 0.2
H -4.243 2.492 -0.451 0.2 -0.1 0.3
H 0.768 1.624 4.176 0.1 -0.2 0.2
C 1.610 -4.312 -0.507 0.2 -0.1 1.0
C 0.302 1.156 -6.904 -0.2 -0.1 0.5
H -0.519 -4.777 -2.255 0.0 0.3 0.0
H 4.796 -0.034 0.281 -0.3 0.0 -0.3
H 3.806 -0.872 -0.970 0.2 0.1 0.1
H 1.054 -1.578 -3.124 0.2 -0.3 -0.2
H -4.118 -1.638 -0.176 -0.1 0.2 0.1
H -4.707 -0.688 1.198 0.1 0.2 -0.2
H 2.341 1.317 6.056 -0.3 -0.3 -0.1
P -0.761 -0.188 2.500 -0.4 -0.1 1.1
H 2.583 -2.351 1.597 0.2 0.0 0.2
C -1.329 2.539 -5.063 -0.3 -0.2 -0.5
C -0.831 -3.847 -1.761 -0.6 0.3 0.3
H -2.699 2.862 0.392 -0.4 -0.1 0.0
P -2.929 0.492 -0.070 -1.3 0.3 -0.1
C 2.935 1.412 1.883 -0.4 0.4 0.0
H -2.725 1.309 2.663 0.3 -0.1 0.1
```
Forces are in eV/Å.

Löwdin population analysis, charges in e, atoms 1 to 8: number 1, P, carries 0.654; number 2, H, carries 0.049; number 3, H, carries 0.034; number 4, H, carries 0.054; number 5, H, carries 0.114; number 6, H, carries 0.084; number 7, C, carries -0.260; number 8, O, carries -0.119



# C25H49Br3N5O2

3 unconnected molecules or ions with the total composition C25H49Br3N5O2 at a distorted geometry (ωB97M-V/def2-TZVPD, OMol25).

For the HOMO energy (spin up / spin down), the calculation gives -10.627 / -11.253 eV. As for the largest force on an atom: 0.103 Eh/bohr. The total energy is -9127.7004 hartree. For the LUMO energy (spin up / spin down), the calculation gives -4.65 / -4.65 eV. As for the charge: +1. As for the multiplicity: 3.

The geometry in XYZ format:
```
84
Properties=species:S:1:pos:R:3:forces:R:3
H 0.129 -3.357 1.711 -0.3 0.2 -0.2
Br 3.087 -3.530 -8.710 -1.0 1.2 1.8
H 1.764 -0.758 -6.914 1.0 -1.2 1.0
H 5.020 -1.563 -7.698 1.3 0.1 2.1
C 1.051 -3.772 -6.544 2.1 3.3 -0.1
C 2.091 -2.849 -7.062 -2.1 -3.6 0.2
H -3.155 2.612 7.324 0.0 0.1 -0.3
H 6.164 -2.089 -4.674 -2.3 -0.2 -1.5
H 4.185 -1.444 -3.590 -0.3 -0.5 -1.9
H -2.657 1.296 6.277 0.0 0.2 -0.2
C -0.798 -0.805 1.173 -0.1 0.2 -0.4
H -4.094 -1.116 0.163 0.1 -0.1 -0.1
H -4.610 -0.317 -1.293 0.4 -0.1 -0.1
H 0.915 -2.790 0.253 -0.3 0.0 -0.1
N 2.467 -1.488 -6.589 -0.7 -0.7 2.4
H 1.040 3.136 3.016 -0.1 -0.1 0.1
H 2.076 2.575 4.334 -0.3 0.2 0.2
C -1.205 -2.122 0.456 0.0 -1.2 1.7
C -0.041 -3.152 0.646 0.0 0.4 -0.7
H 5.498 -0.182 -6.509 0.2 -2.5 -0.3
C -1.029 2.319 7.218 0.0 0.0 0.0
H -0.997 1.550 7.999 0.0 0.1 -0.1
H 1.846 -1.351 -3.345 -0.4 0.9 -0.5
H 7.584 -1.386 -8.152 -0.6 -0.2 2.4
C -3.917 -1.078 -0.912 -0.1 -0.1 0.3
C 5.225 -2.177 -5.410 2.8 0.5 0.2
H -0.363 -2.244 -5.433 1.3 -2.3 0.1
C 0.060 2.036 6.187 -0.4 -0.1 0.0
H -3.292 0.334 -3.031 0.1 -0.2 0.4
Br 5.106 -4.192 -5.718 -0.1 1.7 0.3
H 7.829 -0.745 -6.303 -0.8 -1.4 -1.7
H -2.822 -1.332 -3.389 0.1 0.1 0.1
H -3.044 -2.048 1.702 0.0 0.0 -0.2
H -0.836 3.271 7.723 0.0 0.0 0.0
H -0.034 0.992 5.863 0.0 0.1 -0.2
H -1.094 0.949 -1.010 0.0 -0.2 -0.1
H -1.596 -0.056 -3.234 0.0 -0.2 0.2
H -1.356 1.267 1.363 -0.1 -0.2 0.0
H 2.166 0.212 -3.986 -0.9 -1.4 0.1
N -1.380 3.072 4.368 -0.7 -5.0 -0.8
H 0.199 -0.489 0.835 -0.1 -0.2 -0.1
H -2.030 4.913 6.743 0.1 0.0 -0.2
H -0.815 -4.064 -5.217 2.3 1.5 0.0
C 2.829 -1.341 -5.153 -0.4 0.3 0.2
H 7.588 -2.593 -6.611 -0.4 2.2 -1.2
H -2.716 0.168 1.451 0.1 0.0 0.0
H -2.078 -3.473 1.977 0.2 0.3 -0.2
C -2.014 0.556 -0.560 0.3 -0.3 0.2
C 5.667 -1.340 -6.746 0.0 1.2 -0.4
C -0.005 2.982 4.960 1.9 0.7 0.0
Br 0.707 -5.584 -7.375 0.5 2.6 1.2
H -4.226 -2.037 -1.343 0.1 0.1 0.1
H -4.045 3.679 3.796 0.1 -0.1 0.1
H 0.927 1.466 3.613 -0.2 0.2 0.0
C -2.557 4.748 5.800 0.2 0.3 0.1
H -2.134 5.419 5.044 0.0 -0.2 0.1
N 1.768 -0.752 -4.199 3.4 -0.3 -1.5
H -0.711 -0.976 2.254 -0.1 -0.2 -0.2
H -3.027 -3.367 0.512 0.1 0.2 0.1
C 0.119 -3.325 -5.279 -1.2 -0.1 -0.4
H -2.772 1.340 -0.689 0.0 -0.3 -0.2
C -2.452 -0.740 -1.290 -1.8 0.8 -1.0
H 0.375 5.106 4.542 -0.1 -0.2 0.1
H 1.040 2.114 6.675 -0.1 0.1 -0.3
H 0.665 -3.299 -4.245 -0.9 -0.3 -2.1
H -3.583 5.096 5.971 0.2 -0.3 -0.1
H -4.081 1.998 4.373 0.3 0.2 0.0
N 4.060 -1.626 -4.631 -2.3 0.0 -1.5
H -4.722 3.277 5.381 0.4 0.1 0.0
C 0.493 4.393 5.366 -0.2 0.2 0.2
C -2.538 -0.436 -2.826 0.7 -0.3 0.2
O -0.361 -1.725 -1.701 -3.2 -0.9 1.5
O -1.620 1.880 3.659 0.6 3.4 1.5
H -0.012 4.799 6.242 -0.1 0.0 -0.1
C -1.769 0.348 0.932 0.0 0.1 -0.1
C -3.916 3.037 4.676 0.6 -0.5 -0.4
H -0.277 -4.106 0.159 0.0 0.2 0.0
C 1.065 2.510 3.916 -0.7 -0.3 -0.1
C -2.410 2.326 6.570 0.3 -0.2 -0.2
C -2.514 3.264 5.335 -1.6 1.1 0.6
C -2.406 -2.778 1.196 -0.3 0.0 0.0
C 7.307 -1.513 -7.021 -1.0 -0.7 1.3
N -1.561 -1.907 -0.988 4.6 2.2 -1.4
H 1.558 4.376 5.626 -0.2 -0.2 -0.1
```
Forces are in eV/Å.

Löwdin population analysis, charges in e, atoms 1 to 8: number 1, H, carries 0.086; number 2, Br, carries 0.576; number 3, H, carries 0.172; number 4, H, carries 0.067; number 5, C, carries -0.596; number 6, C, carries -0.636; number 7, H, carries 0.127; number 8, H, carries 0.132